{"formula": "C96H221N7O18", "method": "ωB97M-V/def2-TZVPD", "symbols": ["C", "C", "C", "C", "C", "C", "N", "O", "C", "C", "C", "H", "H", "H", "H", "H", "H", "H", "H", "H", "H", "H", "H", "H", "H", "H", "H", "H", "H", "H", "C", "C", "C", "C", "C", "C", "N", "O", "C", "C", "C", "H", "H", "H", "H", "H", "H", "H", "H", "H", "H", "H", "H", "H", "H", "H", "H", "H", "H", "H", "C", "C", "C", "C", "C", "C", "N", "O", "C", "C", "C", "H", "H", "H", "H", "H", "H", "H", "H", "H", "H", "H", "H", "H", "H", "H", "H", "H", "H", "H", "C", "C", "C", "C", "C", "C", "N", "O", "C", "C", "C", "H", "H", "H", "H", "H", "H", "H", "H", "H", "H", "H", "H", "H", "H", "H", "H", "H", "H", "H", "C", "C", "C", "C", "C", "C", "N", "O", "C", "C", "C", "H", "H", "H", "H", "H", "H", "H", "H", "H", "H", "H", "H", "H", "H", "H", "H", "H", "H", "H", "C", "C", "C", "C", "C", "C", "N", "O", "C", "C", "C", "H", "H", "H", "H", "H", "H", "H", "H", "H", "H", "H", "H", "H", "H", "H", "H", "H", "H", "H", "C", "C", "C", "C", "C", "C", "N", "O", "C", "C", "C", "H", "H", "H", "H", "H", "H", "H", "H", "H", "H", "H", "H", "H", "H", "H", "H", "H", "H", "H", "C", "C", "C", "O", "H", "H", "H", "H", "H", "H", "H", "H", "C", "C", "C", "O", "H", "H", "H", "H", "H", "H", "H", "H", "C", "C", "C", "O", "H", "H", "H", "H", "H", "H", "H", "H", "C", "C", "C", "O", "H", "H", "H", "H", "H", "H", "H", "H", "C", "C", "C", "O", "H", "H", "H", "H", "H", "H", "H", "H", "C", "C", "C", "O", "H", "H", "H", "H", "H", "H", "H", "H", "C", "C", "C", "O", "H", "H", "H", "H", "H", "H", "H", "H", "C", "C", "C", "O", "H", "H", "H", "H", "H", "H", "H", "H", "C", "C", "C", "O", "H", "H", "H", "H", "H", "H", "H", "H", "C", "C", "C", "O", "H", "H", "H", "H", "H", "H", "H", "H", "C", "C", "C", "O", "H", "H", "H", "H", "H", "H", "H", "H"], "positions_angstrom": [[0.5085, -2.0126, 2.1700], [0.4922, -0.4398, 1.7512], [1.9912, -0.1047, 1.5511], [2.1767, 1.1505, 0.7161], [1.5049, 1.0118, -0.6168], [-0.0295, 0.6579, -0.5586], [-0.1451, -0.4336, 0.4101], [-1.5188, -0.8215, 0.5457], [-0.8357, 1.8976, -0.0980], [-0.4593, 0.1899, -1.9071], [-0.0128, 0.4592, 2.8891], [1.0551, -2.1490, 3.1031], [0.9233, -2.5759, 1.3341], [-0.4729, -2.4713, 2.2907], [2.4921, 0.0659, 2.5041], [2.6664, -0.8235, 1.0867], [3.2477, 1.3294, 0.6209], [1.7702, 2.0487, 1.1809], [2.0853, 0.3294, -1.2378], [1.6848, 1.9540, -1.1344], [-1.9077, 1.7118, -0.0308], [-0.5804, 2.1834, 0.9224], [-0.7553, 2.7693, -0.7474], [-0.3640, -0.8937, -1.9774], [-1.5209, 0.4164, -2.0058], [0.0234, 0.5284, -2.8239], [-1.0581, 0.7576, 2.8083], [0.5901, 1.3595, 3.0077], [0.0253, -0.1882, 3.7652], [-1.7698, -0.0982, 1.1250], [7.6361, 1.2941, 3.2014], [7.5068, 0.9361, 1.6539], [8.9451, 0.4605, 1.2317], [9.0469, -0.2671, -0.0883], [8.0600, -1.4425, -0.0678], [6.5979, -1.0194, 0.2078], [6.6317, -0.3017, 1.5037], [5.4046, -0.0542, 1.9824], [5.9182, -0.2902, -1.0041], [5.8078, -2.3095, 0.5170], [7.1390, 2.1856, 0.8387], [6.6237, 1.6193, 3.4408], [8.5027, 1.8936, 3.4801], [7.6570, 0.4299, 3.8653], [9.5742, 1.3454, 1.1355], [9.4200, -0.1628, 1.9894], [10.0901, -0.5444, -0.2399], [8.8706, 0.3210, -0.9889], [8.3592, -2.1613, 0.6950], [8.2681, -2.0181, -0.9698], [4.9675, 0.1589, -0.7168], [6.4239, 0.6337, -1.2847], [5.7247, -1.0124, -1.7972], [6.2955, -2.8440, 1.3323], [4.8250, -2.0408, 0.9041], [5.7196, -2.9559, -0.3563], [7.5881, 3.0795, 1.2716], [6.0538, 2.2315, 0.9294], [7.4186, 2.1687, -0.2147], [5.4349, -0.4960, 2.8341], [3.2648, 5.3842, -1.6616], [2.8717, 6.1278, -0.3821], [1.6403, 5.4010, 0.1489], [1.3376, 5.6431, 1.5786], [2.5275, 5.3387, 2.5238], [3.8275, 6.0224, 2.0812], [3.9525, 5.8990, 0.6105], [5.1807, 6.4420, 0.2444], [3.9354, 7.4216, 2.7028], [4.8932, 5.2270, 2.7945], [2.4995, 7.5641, -0.7513], [3.7833, 4.4400, -1.4949], [4.0577, 5.9484, -2.1526], [2.4615, 5.2513, -2.3862], [0.8347, 5.9061, -0.3840], [1.4801, 4.3477, -0.0813], [0.4000, 5.1125, 1.7446], [1.0053, 6.6790, 1.6458], [2.5031, 4.2761, 2.7655], [2.3108, 5.7905, 3.4917], [4.9829, 7.7203, 2.7434], [3.4992, 8.1939, 2.0693], [3.4094, 7.5775, 3.6446], [4.9846, 4.1583, 2.6008], [5.9095, 5.5737, 2.6072], [4.7606, 5.2284, 3.8764], [2.1824, 8.0825, 0.1536], [1.7831, 7.7755, -1.5451], [3.4674, 7.9876, -1.0193], [5.5897, 5.6835, -0.1787], [3.9694, 2.3844, -8.8577], [4.3896, 1.9541, -7.4623], [5.1948, 3.1607, -6.8270], [5.3948, 3.0632, -5.3705], [4.0170, 2.9301, -4.6307], [3.1340, 1.7668, -5.1226], [3.1357, 1.7737, -6.6323], [2.1901, 0.8789, -7.1311], [3.5516, 0.3386, -4.6337], [1.7143, 2.1553, -4.6810], [5.2996, 0.7004, -7.5233], [3.2746, 3.2223, -8.9161], [3.7062, 1.6109, -9.5792], [4.7924, 2.7759, -9.4557], [6.1717, 3.1896, -7.3096], [4.6995, 4.0973, -7.0832], [5.9926, 3.9190, -5.0567], [6.0781, 2.2466, -5.1373], [3.4732, 3.8745, -4.6526], [4.1412, 2.8081, -3.5547], [3.6018, 0.4115, -3.5473], [2.8017, -0.3785, -4.9679], [4.5538, 0.1286, -5.0072], [1.3116, 3.0308, -5.1903], [1.0666, 1.3171, -4.9378], [1.6731, 2.1892, -3.5923], [4.6367, -0.1644, -7.4958], [5.7616, 0.6296, -6.5386], [5.9772, 0.5306, -8.3600], [1.6455, 1.4558, -7.6717], [-8.9742, 1.1379, -0.6782], [-7.5573, 0.4228, -0.8010], [-6.7382, 1.1908, -1.8556], [-5.2465, 0.8357, -1.7091], [-4.6469, 1.1302, -0.3097], [-5.4619, 0.3057, 0.7519], [-6.9379, 0.5831, 0.5154], [-7.6209, -0.0494, 1.5166], [-4.9932, -1.1664, 0.7464], [-4.8976, 0.8491, 2.1096], [-7.7695, -0.9952, -1.2227], [-8.9259, 2.1555, -0.2905], [-9.6312, 0.6489, 0.0410], [-9.4481, 1.2465, -1.6537], [-7.0691, 1.0133, -2.8789], [-6.8642, 2.2368, -1.5765], [-4.7019, 1.4138, -2.4556], [-5.1922, -0.1790, -2.1033], [-4.5529, 2.2075, -0.1733], [-3.6537, 0.6829, -0.3493], [-3.9751, -1.2406, 1.1284], [-5.6541, -1.8427, 1.2886], [-4.8500, -1.5047, -0.2798], [-3.8100, 0.9122, 2.1453], [-5.3267, 1.8425, 2.2408], [-5.1436, 0.2646, 2.9961], [-8.4611, -1.5149, -0.5597], [-6.8400, -1.5642, -1.2053], [-8.1337, -1.1385, -2.2399], [-7.9880, 0.7446, 1.9121], [-4.2001, 4.3753, -4.1857], [-3.3406, 4.8632, -5.2755], [-3.7685, 6.2424, -5.8220], [-3.3250, 7.4796, -5.1054], [-1.7865, 7.3598, -4.9749], [-1.2106, 6.0326, -4.2739], [-1.8392, 4.9024, -4.9821], [-1.2147, 3.6401, -4.6973], [0.3716, 5.9498, -4.5471], [-1.4459, 5.9809, -2.8156], [-3.5631, 3.9220, -6.4531], [-5.2154, 4.2240, -4.5521], [-4.2818, 5.1172, -3.3913], [-3.8269, 3.4205, -3.8152], [-3.4564, 6.2722, -6.8659], [-4.8480, 6.3928, -5.8356], [-3.8326, 7.4564, -4.1411], [-3.6776, 8.3244, -5.6970], [-1.3105, 8.2108, -4.4877], [-1.4210, 7.5175, -5.9896], [0.9488, 5.1626, -4.0620], [0.6283, 5.8000, -5.5958], [0.9242, 6.8492, -4.2754], [-2.4855, 6.1126, -2.5156], [-0.9666, 5.1995, -2.2259], [-1.0412, 6.9142, -2.4242], [-4.6018, 3.8537, -6.7765], [-3.1920, 2.9285, -6.2015], [-2.9908, 4.1868, -7.3422], [-0.5425, 3.7682, -5.3707], [-2.5221, -6.5402, 6.6744], [-2.9338, -6.5272, 5.1473], [-2.8465, -5.0697, 4.6880], [-2.9134, -4.8379, 3.1729], [-1.7665, -5.6093, 2.5255], [-1.7895, -7.1564, 2.8428], [-1.9547, -7.3374, 4.3465], [-2.0206, -8.6461, 4.7062], [-2.8454, -7.8030, 1.9309], [-0.3958, -7.6616, 2.3701], [-4.4258, -6.9871, 4.9620], [-2.4092, -7.5509, 7.0666], [-3.3558, -6.0665, 7.1929], [-1.5740, -6.0500, 6.8956], [-3.7218, -4.5196, 5.0334], [-1.9182, -4.5955, 5.0065], [-2.7941, -3.7951, 2.8789], [-3.8298, -5.1906, 2.6996], [-0.8426, -5.1264, 2.8438], [-1.9652, -5.5098, 1.4584], [-3.8338, -7.3662, 2.0732], [-2.5352, -7.7537, 0.8871], [-2.8535, -8.8639, 2.1809], [0.3460, -7.2909, 3.0775], [-0.3736, -8.7510, 2.3982], [-0.0993, -7.3310, 1.3746], [-4.7622, -6.8112, 3.9402], [-5.1189, -6.4620, 5.6193], [-4.5638, -8.0278, 5.2553], [-2.9131, -8.9110, 4.4722], [0.2393, -3.4440, 7.9563], [1.0854, -4.7186, 8.1325], [2.5238, -4.4082, 7.5059], [1.3185, -4.8544, 9.5086], [0.3127, -2.6805, 8.7307], [-0.8351, -3.6208, 7.9078], [0.5244, -2.8790, 7.0688], [0.7363, -5.6838, 7.7657], [2.4482, -4.1712, 6.4447], [3.2068, -5.2443, 7.6561], [3.1790, -3.6140, 7.8638], [0.5164, -4.5951, 9.9679], [-2.5360, 6.2653, 0.9829], [-3.1035, 5.4369, 2.1742], [-2.9655, 3.9245, 1.9728], [-2.3885, 5.7851, 3.3468], [-1.4567, 6.2502, 0.8316], [-2.8184, 7.3001, 1.1764], [-2.9995, 5.9337, 0.0537], [-4.1837, 5.5229, 2.2916], [-1.9502, 3.6006, 1.7442], [-3.5613, 3.7449, 1.0778], [-3.3353, 3.2477, 2.7431], [-2.3322, 4.9427, 3.8037], [0.5036, 1.9468, 6.3289], [-0.3405, 3.0568, 5.8498], [0.5546, 4.1705, 5.2039], [-1.2910, 2.5811, 4.8852], [1.2161, 1.6234, 5.5700], [-0.1109, 1.1410, 6.7303], [1.1490, 2.3933, 7.0854], [-0.9071, 3.3385, 6.7374], [1.2912, 3.6767, 4.5700], [1.1065, 4.6708, 5.9997], [-0.1112, 4.8353, 4.6536], [-1.8422, 1.8958, 5.2700], [-1.6718, -1.3093, 6.2581], [-2.8037, -0.4006, 5.7144], [-4.0584, -1.0955, 5.7845], [-2.8633, 0.8443, 6.3946], [-1.7535, -2.3666, 6.0062], [-1.7906, -1.2590, 7.3404], [-0.7205, -0.8680, 5.9606], [-2.5854, -0.1882, 4.6679], [-4.3405, -1.3467, 6.8069], [-3.9420, -2.0430, 5.2584], [-4.9371, -0.4785, 5.5964], [-2.7751, 0.7420, 7.3450], [-0.5564, -1.7809, -6.5743], [-1.7993, -1.1258, -7.1541], [-1.8899, 0.3988, -6.9531], [-1.8626, -1.3166, -8.5389], [0.3414, -1.3431, -7.0105], [-0.5786, -2.8706, -6.5812], [-0.5672, -1.4609, -5.5324], [-2.6347, -1.6911, -6.7410], [-1.8977, 0.7251, -5.9131], [-2.7534, 0.8264, -7.4625], [-0.9727, 0.7494, -7.4262], [-1.0246, -1.4961, -8.9715], [-5.6174, -4.5271, -0.7736], [-5.5360, -6.1213, -0.8781], [-6.1232, -6.8209, 0.3598], [-6.5220, -6.5661, -1.8439], [-4.7875, -4.2108, -0.1417], [-6.5517, -4.2195, -0.3039], [-5.5431, -4.0097, -1.7301], [-4.5590, -6.5359, -1.1267], [-5.9333, -7.8867, 0.2323], [-7.1829, -6.6911, 0.5795], [-5.5513, -6.5127, 1.2351], [-7.4057, -6.2239, -1.6904], [2.6726, -2.4629, -2.1629], [2.4748, -3.9884, -2.0200], [3.8157, -4.6610, -2.3282], [1.9708, -4.3213, -0.7140], [2.2308, -1.9111, -1.3331], [2.2666, -2.0646, -3.0927], [3.6970, -2.0968, -2.0939], [1.7166, -4.2137, -2.7699], [4.2050, -4.2744, -3.2701], [3.7354, -5.7462, -2.3919], [4.6098, -4.4354, -1.6166], [1.1461, -3.8484, -0.5799], [-2.3561, -3.1010, -2.6106], [-1.9465, -3.7642, -1.3216], [-1.4348, -5.2249, -1.6075], [-0.8088, -3.1151, -0.8387], [-1.6039, -3.0746, -3.3990], [-2.7051, -2.1069, -2.3312], [-3.2202, -3.5939, -3.0563], [-2.8073, -3.6848, -0.6576], [-2.2850, -5.7034, -2.0935], [-1.1760, -5.7492, -0.6876], [-0.6034, -5.2398, -2.3123], [-1.0397, -2.3187, -0.3549], [5.0135, -5.5787, 1.4801], [3.5675, -5.9531, 1.9819], [2.8249, -4.7915, 2.7060], [2.7476, -6.4857, 0.9561], [5.4642, -4.8968, 2.2012], [5.2039, -5.1907, 0.4795], [5.5864, -6.4970, 1.3506], [3.6255, -6.8422, 2.6098], [1.8095, -5.0602, 2.9975], [2.9394, -3.9158, 2.0673], [3.3931, -4.7244, 3.6338], [2.5176, -5.8023, 0.3224], [-5.8880, -3.0760, -5.5730], [-6.4336, -1.6405, -5.4908], [-5.3794, -0.6291, -5.1114], [-6.9149, -1.2090, -6.7309], [-5.5001, -3.4866, -4.6408], [-5.1119, -3.1986, -6.3285], [-6.6921, -3.7516, -5.8645], [-7.2463, -1.6829, -4.7657], [-5.8085, 0.3189, -4.7869], [-4.7047, -0.4495, -5.9484], [-4.7773, -1.0322, -4.2972], [-6.1645, -1.2646, -7.3270], [2.7952, -0.7829, 5.8292], [4.0216, -0.2980, 5.0484], [5.0984, 0.2995, 5.9022], [4.5835, -1.4097, 4.3572], [1.9654, -0.9288, 5.1378], [2.4337, -0.1185, 6.6141], [2.9458, -1.7462, 6.3164], [3.6241, 0.5096, 4.4336], [5.8413, 0.5778, 5.1547], [5.4833, -0.4582, 6.5848], [4.7791, 1.2098, 6.4097], [4.8162, -1.9934, 5.0829]], "atomic_forces_ev_per_a": [[-0.6550, 1.3941, -0.5072], [1.6147, -2.4218, -0.4611], [0.4236, 0.9682, -0.0719], [-0.1202, 0.1938, 0.5042], [0.0525, 0.2770, -0.5056], [1.9619, 1.6434, 0.8389], [0.6020, -0.9343, -0.0969], [0.6081, 0.8598, 0.2637], [-0.1426, -0.0940, 0.3183], [-1.3159, -1.0918, -0.9316], [-0.5458, -0.6694, -0.3797], [0.2593, -0.0173, -0.1485], [0.4809, 0.1445, 0.2007], [-0.3564, 0.4037, 0.2311], [-0.3441, -0.0916, 0.3928], [-0.7056, -0.7741, -0.1966], [0.0654, 0.0667, -0.2025], [-0.0746, 0.0854, 0.4519], [-0.3742, -0.6627, 0.0019], [-0.6307, 0.2936, -0.2255], [-0.0819, -0.3064, -0.2642], [0.4376, 0.1780, -0.0561], [0.3224, -0.0619, -0.1307], [0.0009, -0.1161, 0.1828], [-0.1881, -0.1245, -0.3072], [0.3656, 0.7581, 0.4490], [-0.1357, 0.1563, -0.0901], [-0.1414, -0.0737, 0.0955], [0.1661, 0.4434, 0.3516], [-1.3215, -0.0188, 0.3169], [-1.6500, -1.1502, -1.1081], [2.6247, -1.6852, 0.2998], [-0.1286, 0.9639, -0.3304], [-0.5662, -0.4320, -0.0336], [1.0153, 0.0630, -0.2811], [-0.0575, -0.5568, -0.2888], [3.6886, 1.0428, -0.9928], [-2.5397, 0.8728, 0.7441], [0.0300, 0.4206, 1.2793], [-0.0109, 0.4828, 0.1665], [-0.7621, -0.4687, 0.5582], [0.2831, 1.3205, 0.3472], [-0.4761, 0.5196, -0.3519], [0.5407, -0.6687, -0.5201], [0.0329, 0.3186, 0.3294], [-0.3138, -0.1096, 0.2189], [0.0174, -0.5923, 0.1760], [-0.4430, 0.5369, 0.1671], [-0.0708, 0.2015, 0.4715], [-0.9138, 0.0247, -0.4709], [-0.4701, -0.5431, 0.3517], [0.6452, -0.4957, -0.5930], [0.3033, 0.3215, -0.2258], [0.1560, -0.0813, -0.1308], [-0.1719, -0.1335, -0.3201], [0.0052, 0.0661, 0.0196], [-0.0741, -0.0169, 0.1545], [-0.1958, 0.5553, -0.2329], [0.0340, -0.3281, 0.0650], [-0.6368, -0.3321, 0.3761], [1.4000, 0.4184, -0.4239], [-0.6338, -1.8527, -0.1835], [-0.9079, 0.5043, -0.7167], [-0.1006, 0.5517, 0.7554], [-2.2188, 0.9293, 0.0417], [-0.8603, -1.1955, 0.3723], [-0.7504, -0.3092, 0.9023], [0.5227, 0.4374, -0.7415], [-0.1728, 1.2766, -1.2891], [1.7300, -1.0291, 0.2377], [1.5026, 0.5658, 1.1313], [-0.5318, -0.3711, 0.4510], [-0.0683, 0.3754, -0.3697], [-0.1669, 0.0681, 0.2535], [-0.3609, -0.2403, -0.3175], [0.9195, -0.2463, -0.2368], [0.1797, -0.4255, 0.8288], [0.3317, 0.3605, 0.4261], [0.8720, -0.2437, -0.6145], [-0.2117, -0.0347, 0.1199], [0.0048, -0.0848, 0.4076], [-0.2284, -0.0566, -0.3478], [0.3856, -0.5348, 0.2177], [-0.6309, -0.1646, -0.6649], [-0.0185, 0.4625, -0.0125], [-0.2406, 0.5244, 0.1024], [-0.1946, 0.1601, -0.0314], [0.0038, -0.6721, -0.0398], [-0.0818, 0.5377, -0.2190], [0.5075, 0.0807, -0.0872], [0.4803, 0.3166, -1.3896], [-0.0502, 0.3919, 0.3006], [-0.6200, -0.7514, -1.5345], [-0.5261, -0.2205, 1.5396], [1.3990, -0.2774, 0.0105], [0.0600, 0.1625, -1.6130], [1.1772, 2.1031, 0.7408], [0.2684, -0.6300, -0.4451], [-0.1599, 1.8819, 0.3307], [-0.0449, -1.7686, -0.0813], [-1.3128, -0.5024, 1.1287], [-0.4466, -0.2580, 0.4391], [-0.8023, -0.5077, 0.5912], [0.7902, 0.2489, 0.5591], [0.0255, -0.0663, -0.2789], [-0.2325, 0.0305, -0.0175], [-0.3913, 0.3468, 0.3253], [-0.2675, -0.4679, 0.1191], [-0.1214, 0.0672, -0.6636], [0.3281, -0.3226, 0.1680], [-0.0894, -0.5027, 0.1893], [0.2358, -0.0968, 0.0533], [-0.2088, -0.2796, 0.0521], [0.4594, 0.1269, 0.2687], [-0.2894, 0.0112, -0.0979], [-0.0190, 0.5510, 0.0566], [-0.1859, -0.1593, -0.3479], [0.7696, -0.0057, -0.3306], [0.0942, 0.6548, 0.1158], [-0.2999, -0.1145, -0.1249], [0.6422, -0.0889, 0.0893], [-1.6533, 1.1944, -0.4084], [0.8566, 0.3291, 1.6852], [-0.4681, 0.8003, -0.8701], [-1.1090, -2.2890, -1.3685], [1.3925, 0.8959, 0.0284], [3.7737, 0.9040, -0.6062], [-1.3746, -0.3538, 1.0300], [-0.0299, 0.1112, -1.1375], [-1.6658, 0.3956, 0.1068], [0.1330, -1.5532, -0.0151], [0.6507, 0.1650, -0.0305], [-0.0544, -0.4785, -0.3441], [-0.0905, -0.4234, -0.0338], [-0.2594, -0.0360, 0.1729], [-0.0194, 0.2966, -0.3932], [0.1564, 0.1526, -0.0804], [0.5878, -0.3823, 0.6627], [-0.3619, -0.1100, 0.3875], [0.2070, 0.1987, 0.2936], [-0.0907, 0.1204, 0.4683], [-0.0197, 0.1185, -0.0086], [-0.4112, -0.3248, -0.1617], [0.0566, 0.0800, -0.6047], [0.2234, 0.2260, 0.2440], [-0.4106, -0.2458, -0.1225], [-0.0272, 0.0206, 0.0904], [0.1397, 0.0200, 0.1406], [-0.2549, 0.4703, -0.0703], [-0.5120, -0.4331, 0.8051], [-0.7474, -0.0161, 1.3923], [1.4593, 0.4092, -1.5175], [-0.4743, 0.0684, -0.4296], [1.3753, -1.0933, 0.8497], [0.3843, 0.3670, 0.5346], [0.6002, -0.5609, -2.1903], [-1.2809, 0.9217, -1.2761], [-0.6778, 0.9701, 0.0161], [-0.4007, 0.3022, -0.2756], [-0.1742, 1.7830, 1.7984], [0.8387, -0.8941, -0.5021], [-0.0374, -0.0950, -0.0633], [0.1011, -0.2065, 0.3332], [-0.0073, 0.0442, 0.2557], [0.1834, 0.1727, -0.0453], [-0.3589, -0.9958, -0.1577], [0.1099, 0.4698, 0.2506], [0.3682, 0.2822, 0.2905], [-0.2349, 0.0952, 0.5885], [0.3207, -0.8452, -0.2128], [-0.6936, -0.3209, 0.5102], [-0.5149, 0.1099, -0.3612], [-0.4373, 0.3867, 0.2008], [-0.2311, -0.5668, -0.2530], [-0.1227, -0.3498, -0.4864], [0.4497, 0.1823, 0.3098], [-0.1035, 0.0737, 0.3307], [-0.2860, -0.1798, 0.1465], [0.1452, 0.3816, 0.0649], [0.3621, -0.9617, 0.0030], [-0.6357, -0.6671, -1.0172], [0.2311, 0.2021, -0.1162], [-0.6842, 0.7729, -1.1609], [0.7916, -1.1583, -0.1752], [-1.0681, -0.5566, 0.3798], [0.5906, 1.7565, -0.5154], [0.4339, 2.4753, -0.9182], [0.0139, -1.4017, 0.2486], [0.1914, -0.3763, 0.9812], [-0.4277, -0.3259, 1.2204], [0.6856, -0.0577, 0.3858], [-0.2208, -0.1273, -0.1780], [0.1960, 0.1603, 0.2799], [-0.1138, 0.3043, -0.3715], [0.1543, 0.0316, 0.9159], [0.0152, -0.0455, 0.3929], [-0.1622, 0.2302, 0.3550], [-0.3856, 0.0579, 0.2986], [0.3036, -0.2737, -0.2703], [0.8070, -0.0174, -0.2377], [0.0375, -0.1705, -0.1693], [-0.0365, 0.2480, 0.0206], [-0.3841, -0.1882, -0.0658], [0.1227, -0.0469, -0.0512], [0.1115, -0.0762, -0.0257], [-0.3423, 0.1432, 0.0007], [0.0369, -0.2159, 0.0273], [0.2287, 0.3377, 0.0799], [0.0546, -0.2198, -0.2827], [-0.3952, -0.6637, -0.0541], [-0.8506, -0.0391, -0.9982], [2.5957, 2.5932, 0.1226], [-0.2844, -0.9116, -0.2481], [0.1333, -0.5798, 1.2149], [0.6775, -0.4566, 0.5407], [-0.1178, -0.3140, -0.2289], [-0.1360, -0.2912, -0.3282], [-0.4330, 0.3857, -0.5989], [-0.2043, -0.4801, -0.2310], [-0.3377, -0.5136, -0.3174], [-0.9660, 0.6224, 0.9048], [-0.0063, -0.1268, 0.1719], [-1.1041, -0.1621, 0.6494], [1.3039, -1.2645, -0.4405], [0.1135, 0.0019, -1.4300], [-0.2229, 0.2465, 0.1945], [0.0227, -0.4019, 0.4521], [0.0279, 0.1163, -0.2225], [-0.1230, 0.0951, -0.0563], [-0.1615, 1.0004, 0.0322], [0.1699, 0.2558, 0.0555], [-0.0313, -0.4694, -0.1289], [-0.1863, 0.5117, 0.3712], [0.2688, 0.0746, 0.6157], [1.2546, -0.1906, 0.3235], [-0.3914, 0.1640, -0.8300], [-1.3610, -1.1560, 0.9149], [0.5807, 0.9721, -0.9135], [-0.3205, -0.4355, -0.2594], [0.3379, -0.1214, 0.0398], [-0.0016, -0.3505, 0.5521], [-0.0790, 0.9703, -0.0172], [-0.1896, 0.1090, -0.2710], [-0.1356, 0.2765, -0.0883], [0.4400, 0.2453, -0.0795], [-0.1416, -0.0401, 0.5889], [-0.4975, 1.1323, 0.1617], [1.9475, -0.2939, -0.0268], [-2.4771, -1.1381, 1.0816], [0.2602, 0.5260, -0.3294], [-0.0117, 0.2118, -0.4198], [0.3394, -0.0779, 0.2673], [0.1891, -0.3663, 0.1671], [0.0937, 0.4130, -0.0988], [0.6126, -0.4159, 0.5281], [-0.7304, 0.1298, -0.3637], [0.0972, -0.0633, -1.2219], [-0.0044, -0.2692, 0.1103], [-0.3216, 1.0593, 0.8622], [0.2954, -0.1200, -0.0110], [0.4293, -0.7279, 0.3645], [-0.7801, -0.4444, -1.5366], [0.1876, -0.2545, -0.1551], [0.0430, 0.1104, -0.3554], [0.3338, -0.1963, 0.3189], [-0.4170, 0.3334, 0.1157], [0.0215, -0.0843, 0.1154], [0.0575, -0.1733, -0.0688], [-0.0202, 0.4924, 0.0057], [0.2063, 0.0323, 0.4514], [0.8168, -1.6960, 0.2355], [-4.0272, 1.2943, 0.5238], [1.9764, 0.0318, 0.9087], [1.2515, -0.2764, -1.8735], [-0.0788, 0.2668, 0.1088], [-0.0542, -0.1711, 0.0776], [0.1266, -0.2945, -0.1525], [-0.1615, 0.2448, -0.2814], [-0.1485, -0.0593, 0.0509], [0.0520, 0.4309, -0.4516], [-0.1197, -0.0128, 0.3957], [0.2568, 0.3109, 0.4705], [0.0426, 0.6484, 0.5376], [0.5318, 1.4039, 0.1260], [-0.3399, -0.4444, 0.0613], [1.0299, -0.3584, -0.5553], [-0.6185, -0.1769, 0.0080], [-0.1008, -0.0824, -0.0292], [0.3740, -0.5068, -0.2125], [0.0055, -0.6350, -0.0342], [-0.2687, -0.0913, -0.2146], [-0.0329, -0.0386, -0.0363], [-0.3427, 0.1445, 0.3793], [-0.5810, 0.1704, -0.1013], [-1.0984, 0.1916, -0.2842], [1.5229, -1.5524, -1.5238], [-1.7050, 0.9038, 0.2996], [0.9053, 0.2677, 0.8363], [0.3286, 0.1341, 0.3272], [0.1931, 0.3640, -0.3850], [-0.1904, -0.1944, 0.0387], [0.1647, -0.4109, 0.4511], [0.0863, -0.5399, 0.0036], [0.0806, 0.0148, -0.0769], [0.0584, 0.2806, 0.1660], [-0.0749, 0.2222, 0.0899], [-0.4249, -0.6942, 0.3807], [-0.6010, 0.1011, -1.0561], [1.6820, -1.2707, -0.0557], [0.0804, -0.4683, -0.3426], [0.3044, -0.1987, 0.0043], [-1.1376, 0.6792, -0.0337], [0.1609, -0.2158, 0.7881], [0.4463, 0.3444, 0.5910], [-0.0663, 0.0835, -0.4841], [-0.4016, 0.2375, 0.3602], [-0.0178, 0.8057, 0.2048], [-0.1003, 0.4939, -0.2697], [-0.3220, -0.2599, -0.1963], [1.0789, -0.5249, 0.2444], [0.4325, -0.2742, 1.0886], [-1.1694, -0.2546, -0.6847], [0.0592, 0.3494, 0.2054], [0.1851, 0.2545, -0.0834], [-0.1333, 0.0534, -0.0903], [-0.2323, 0.4060, -0.1446], [-0.0215, 0.0166, -0.1468], [0.0130, 0.0106, -0.0842], [0.1908, 0.1698, 0.1984], [-0.0097, 0.0674, -0.2939], [-0.3853, -0.2761, 0.0367], [-1.3478, 0.0057, 1.6207], [0.1995, 0.3126, -0.5306], [-0.3383, 0.6036, -0.6349], [-0.0914, -0.0576, -0.0933], [0.2534, 0.3087, -0.1078], [0.3238, -0.1200, 0.0075], [0.4392, -0.3989, -0.9989], [0.5030, 0.0638, 0.5252], [0.1725, 0.2139, 0.2125], [-0.0188, -0.1568, 0.2145], [0.2437, -0.4695, -0.1695]], "orbital_gap_ha": 0.31195, "total_charge": 0}